[1]
This record from the Open Molecules 2025 dataset describes the molecule C3H4ClFS at a distorted geometry. The level of theory is ωB97M-V/def2-TZVPD.

Summary:
**ΔE to the lowest compared entry with this formula, charge and spin**: 18.05 kcal per mole
**Orbital gap**: 8.462 eV
**SMILES string**: FC[C@@H](Cl)C=S
**Total charge**: 0
**Largest force on an atom**: 2.08 eV Å⁻¹

Positions of all 10 atoms, in Å:
F  -0.356  2.012  -0.559
C  -0.443  1.333  0.640
C  -0.392  -0.173  0.382
Cl  -1.970  -0.967  -0.081
C  0.811  -0.459  -0.510
S  2.319  -0.514  0.080
H  0.467  1.697  1.162
H  -1.362  1.594  1.174
H  -0.118  -0.691  1.336
H  0.739  -0.257  -1.608

In elementary charge units, the natural (NBO) charges are: F -0.364; C 0.041; C -0.308; Cl -0.049; C -0.273; S 0.097; H 0.194; H 0.190; H 0.248; H 0.223

---

[2]
This record from the Open Molecules 2025 dataset describes CH5PS2 as an isolated structure at a distorted geometry. The level of theory is ωB97M-V/def2-TZVPD.

Summary:
**ΔE to the lowest compared entry with this formula, charge and spin**: 56.04 kcal per mole
**Orbital gap**: 8.654 eV
**Total charge**: 0
**Largest force on an atom**: 6.49 eV Å⁻¹

Positions of all 9 atoms, in Å:
C  0.957  -0.058  0.582
P  -0.935  1.230  0.073
S  2.331  0.220  -0.565
S  -2.269  -0.331  -0.420
H  0.647  -1.079  0.234
H  1.099  0.218  1.549
H  -1.123  1.011  1.504
H  2.063  -0.713  -1.532
H  -2.782  0.309  -1.555

In elementary charge units, the natural (NBO) charges are: C -0.658; P 0.326; S -0.029; S -0.323; H 0.234; H 0.203; H -0.041; H 0.130; H 0.157

---

[3]
This record from the Open Molecules 2025 dataset describes a 17-piece molecular cluster, C30H97N3O26 overall at a distorted geometry. The level of theory is ωB97M-V/def2-TZVPD.

Summary:
**ΔE to the lowest compared entry with this formula, charge and spin**: 145.97 kcal per mole
**Orbital gap**: 8.460 eV
**Total charge**: 0
**Largest force on an atom**: 4.64 eV Å⁻¹

Positions of all 156 atoms, in Å:
C  -5.647  0.845  7.207
O  -6.056  2.010  6.465
C  -6.571  3.198  7.199
C  -5.421  4.009  7.837
N  -4.564  4.719  6.939
C  -5.108  5.818  6.095
C  -4.039  6.591  5.423
O  -3.382  5.902  4.400
C  -2.231  6.435  3.983
H  -4.642  0.952  7.615
H  -5.680  -0.101  6.665
H  -6.377  0.573  7.970
H  -7.263  2.868  7.973
H  -7.130  3.725  6.426
H  -4.701  3.442  8.428
H  -5.945  4.751  8.441
H  -3.904  4.160  6.418
H  -5.757  6.367  6.777
H  -5.803  5.451  5.340
H  -3.321  7.036  6.112
H  -4.415  7.396  4.792
H  -1.797  5.666  3.343
H  -1.351  6.732  4.554
H  -2.271  7.196  3.204
C  4.857  2.829  0.127
O  4.286  3.035  -1.141
C  4.589  2.064  -2.183
C  3.798  2.589  -3.447
N  2.409  2.508  -2.996
C  1.563  2.841  -4.130
C  0.050  2.613  -3.955
O  -0.620  2.929  -5.191
C  -1.473  1.858  -5.579
H  4.684  1.847  0.567
H  4.550  3.630  0.800
H  5.939  2.914  0.030
H  4.412  1.054  -1.813
H  5.640  2.046  -2.471
H  3.858  1.859  -4.254
H  4.070  3.584  -3.800
H  2.183  1.560  -2.732
H  1.822  2.153  -4.934
H  1.717  3.896  -4.356
H  -0.333  3.054  -3.035
H  -0.029  1.539  -3.787
H  -2.323  1.874  -4.896
H  -0.997  0.909  -5.825
H  -1.944  2.102  -6.531
C  1.046  -1.357  -3.716
O  0.269  -0.891  -2.597
C  -0.689  -1.709  -1.998
C  -1.439  -0.838  -0.917
N  -0.503  -0.180  0.065
C  -0.978  -0.298  1.460
C  -0.644  1.029  2.386
O  -1.290  0.933  3.665
C  -1.326  2.017  4.579
H  0.377  -1.686  -4.512
H  1.780  -2.119  -3.455
H  1.504  -0.561  -4.304
H  -0.274  -2.616  -1.558
H  -1.313  -2.110  -2.796
H  -2.112  -1.545  -0.431
H  -2.150  -0.124  -1.333
H  0.472  -0.338  -0.147
H  -0.669  -1.218  1.958
H  -2.059  -0.246  1.329
H  -1.003  1.917  1.867
H  0.412  1.196  2.596
H  -0.370  2.226  5.061
H  -2.041  1.843  5.383
H  -1.749  2.928  4.155
O  -3.103  -0.700  4.000
H  -2.407  -0.048  3.917
H  -3.913  -0.197  3.920
O  3.238  -2.965  0.096
H  2.723  -2.159  0.047
H  3.125  -3.374  -0.762
O  -0.063  2.774  -0.670
H  0.759  2.422  -1.012
H  -0.506  2.017  -0.285
O  2.416  0.580  -0.203
H  2.794  0.147  0.563
H  2.826  1.445  -0.216
O  1.608  -0.814  -7.289
H  1.535  -0.120  -7.944
H  0.934  -1.448  -7.535
O  3.569  -0.057  2.178
H  4.084  0.610  2.631
H  2.923  -0.341  2.825
O  4.133  0.034  -5.979
H  3.539  -0.709  -6.086
H  4.501  0.174  -6.851
O  0.501  0.362  6.695
H  0.275  -0.561  6.584
H  -0.313  0.775  6.985
C  -0.521  -3.730  -7.390
C  -1.528  -4.764  -8.020
O  -1.152  -6.084  -7.989
O  -0.923  -2.400  -7.747
H  0.288  -3.797  -8.117
H  0.050  -3.921  -6.481
H  -1.681  -4.567  -9.081
H  -2.527  -4.690  -7.592
H  -1.821  -6.770  -7.930
H  -1.694  -2.147  -7.234
C  2.344  -1.696  4.876
C  1.116  -2.372  4.241
O  -0.047  -2.006  4.937
O  2.345  -0.282  4.783
H  3.300  -2.050  4.490
H  2.369  -2.020  5.916
H  1.158  -3.459  4.175
H  1.163  -1.910  3.255
H  -0.726  -2.061  4.261
H  1.571  0.036  5.253
C  3.484  -4.120  -5.850
C  4.918  -4.670  -6.076
O  5.369  -5.277  -4.868
O  2.433  -5.075  -6.013
H  3.268  -3.456  -6.687
H  3.380  -3.454  -4.994
H  5.671  -3.975  -6.449
H  4.997  -5.532  -6.738
H  6.167  -5.759  -5.097
H  2.114  -4.914  -6.904
C  -2.334  -3.750  1.519
C  -1.638  -5.205  1.560
O  -0.213  -5.183  1.531
O  -2.213  -3.051  2.706
H  -3.367  -3.533  1.246
H  -1.834  -3.096  0.804
H  -2.089  -5.803  0.768
H  -1.749  -5.659  2.545
H  0.037  -4.796  2.373
H  -3.056  -3.117  3.160
C  1.130  5.512  2.617
C  2.173  4.471  2.136
O  2.139  3.282  2.931
O  1.698  6.227  3.697
H  0.482  4.731  3.013
H  0.645  6.171  1.897
H  3.114  4.976  1.914
H  1.876  4.101  1.154
H  1.735  3.503  3.773
H  1.284  7.091  3.641
C  -0.554  -6.494  -2.762
C  -0.155  -4.953  -2.702
O  0.487  -4.358  -3.787
O  -1.534  -6.660  -3.791
H  -0.956  -6.787  -1.792
H  0.321  -7.142  -2.826
H  0.560  -4.843  -1.886
H  -1.094  -4.423  -2.545
H  1.422  -4.561  -3.709
H  -0.966  -6.854  -4.541

Mulliken atomic charge list, values in e, 99 entries: C -0.732; O -0.341; C -0.407; C -0.829; N -0.125; C -0.498; C -0.738; O -0.250; C -0.918; H 0.253; H 0.276; H 0.331; H 0.382; H 0.260; H 0.409; H 0.315; H 0.180; H 0.410; H 0.273; H 0.373; H 0.380; H 0.149; H 0.423; H 0.403; C -0.715; O -0.360; C -0.442; C -0.488; N 0.003; C -0.543; C 0.258; O -0.438; C -0.633; H 0.287; H 0.029; H 0.407; H 0.183; H 0.465; H 0.174; H 0.434; H -0.168; H 0.198; H 0.325; H 0.429; H -0.337; H 0.339; H 0.177; H 0.311; C -0.570; O -0.062; C -0.504; C -0.920; N 1.152; C -1.163; C -0.410; O -0.120; C -0.907; H 0.305; H 0.150; H -0.041; H 0.045; H 0.742; H 0.448; H 0.271; H -0.578; H 0.109; H 0.615; H 0.457; H 0.085; H 0.317; H 0.253; H 0.416; O -0.618; H 0.398; H 0.263; O -0.664; H 0.319; H 0.275; O -0.757; H 0.227; H 0.336; O 0.546; H 0.172; H -0.340; O -0.438; H 0.230; H 0.211; O -0.669; H 0.284; H 0.213; O -0.601; H 0.267; H 0.281; O -0.707; H 0.298; H 0.298; C 0.033; C -0.455; O -0.558

---

[4]
This record from the Open Molecules 2025 dataset describes C16H20CeN4O4 as an isolated structure at a distorted geometry. The level of theory is ωB97M-V/def2-TZVPD.

Summary:
**ΔE to the lowest compared entry with this formula, charge and spin**: 67.78 kcal per mole
**Orbital gap**: 5.168 eV
**Total charge**: +4
**Largest force on an atom**: 12.63 eV Å⁻¹

Positions of all 45 atoms, in Å:
N  -2.023  0.085  0.862
C  -2.910  0.272  1.591
C  -3.992  0.488  2.511
H  -3.833  -0.137  3.403
H  -4.945  0.204  2.041
H  -4.026  1.549  2.796
N  -0.113  0.760  -2.434
C  -0.147  1.278  -3.475
C  -0.211  1.832  -4.788
H  -1.197  1.628  -5.229
H  0.567  1.376  -5.416
H  -0.049  2.915  -4.739
N  2.021  -1.577  -0.213
C  2.980  -2.088  0.201
C  4.145  -2.710  0.768
H  5.030  -2.087  0.581
H  4.298  -3.700  0.317
H  3.997  -2.827  1.851
Ce  -0.266  -0.759  -0.631
C  2.485  1.288  -1.131
O  3.007  2.303  -1.090
C  -0.802  2.703  -0.324
O  -1.000  3.803  -0.578
C  -2.421  -1.877  -1.202
C  -1.749  -2.667  -0.245
C  -0.469  -3.190  -0.541
C  0.127  -2.917  -1.791
C  -0.545  -2.124  -2.736
C  -1.819  -1.608  -2.442
H  -3.380  -1.413  -0.961
H  -2.176  -2.801  0.752
H  0.093  -3.723  0.230
H  1.143  -3.250  -2.004
H  -0.053  -1.869  -3.676
H  -2.327  -0.962  -3.160
N  1.096  2.951  3.891
C  1.284  1.602  3.298
C  0.788  1.707  1.855
O  0.519  2.875  1.460
O  0.700  0.621  1.195
H  1.334  3.637  3.149
H  1.652  3.109  4.738
H  0.110  3.085  4.145
H  2.349  1.366  3.307
H  0.729  0.849  3.862

In elementary charge units, the natural (NBO) charges are: N -0.534; C 0.637; C -0.774; H 0.318; H 0.325; H 0.323; N -0.577; C 0.694; C -0.784; H 0.324; H 0.329; H 0.340; N -0.546; C 0.652; C -0.773; H 0.328; H 0.323; H 0.316; Ce 1.495; C 0.561; O -0.393; C 0.552; O -0.421; C -0.186; C -0.160; C -0.213; C -0.171; C -0.164; C -0.169; H 0.320; H 0.316; H 0.324; H 0.324; H 0.317; H 0.317; N -0.669; C -0.332; C 0.805; O -0.616; O -0.682; H 0.484; H 0.468; H 0.451; H 0.268; H 0.254